Entry from the OMol25 dataset: a molecular structure, C21H21ClMnN2O7PTe2 (wB97M-V/def2-TZVPD).

Summary:
energy above the lowest of the compared OMol25 structures with the same formula, charge and spin	31.4	kcal/mol
frontier orbital gap (alpha / beta)	0.2453 / 0.2492	hartree
net charge	-1
multiplicity	6
LUMO energy (alpha / beta)	2.32 / 2.29	eV

Element x y z (Å)
1 H -4.38 1.08 -0.11
2 C 0.87 1.60 1.80
3 H -4.81 0.33 2.82
4 O -0.33 0.31 -4.16
5 H -5.37 1.86 2.12
6 C -0.01 0.15 -2.97
7 O 1.86 4.16 -4.22
8 H 1.91 2.83 4.77
9 H 1.34 -3.22 2.23
10 C -4.73 0.39 0.68
11 H 0.32 1.53 -4.73
12 O -0.20 -0.89 -2.30
13 C 2.33 -3.63 2.04
14 C 2.27 3.52 1.48
15 C 1.16 2.53 -2.68
16 Te 2.58 -1.15 0.20
17 C 2.74 -4.78 2.68
18 H -4.38 -1.41 -4.31
19 H -4.50 0.18 -3.52
20 O -2.85 -0.35 -1.57
21 H 5.82 -5.08 1.33
22 H -4.39 -1.68 -1.82
23 P -2.48 -0.68 -0.03
24 C 1.79 2.74 3.70
25 Mn -0.01 -0.90 -0.22
26 O -1.76 0.52 0.49
27 N 1.29 2.35 -0.45
28 C 1.02 1.72 3.17
29 C -3.86 -0.69 -3.68
30 C 3.17 -2.97 1.15
31 C 2.42 3.63 2.85
32 H 2.77 4.23 0.84
33 H 0.26 0.79 1.41
34 Te -1.61 -2.87 0.45
35 C 4.84 -4.67 1.54
36 C 4.43 -3.51 0.91
37 N 0.73 1.22 -0.91
38 C 0.64 1.30 -2.23
39 C 3.99 -5.31 2.44
40 H 2.06 -5.28 3.36
41 C 1.56 3.16 -1.50
42 H -2.82 -2.17 -2.50
43 O 0.80 2.40 -5.04
44 O -3.96 -0.80 0.65
45 C 1.31 3.10 -4.05
46 H 5.09 -3.01 0.22
47 H -5.77 0.10 0.45
48 H 0.52 1.01 3.81
49 C -4.64 1.06 2.03
50 Cl 2.21 4.73 -1.40
51 H -2.95 -0.36 -4.19
52 C 1.48 2.50 0.94
53 H 4.32 -6.21 2.94
54 C -3.50 -1.32 -2.35
55 H -3.64 1.48 2.16
56 H 3.03 4.43 3.25


Entry from the OMol25 dataset: a molecular structure, C21H21HgIN5S (wB97M-V/def2-TZVPD).

Summary:
energy above the lowest of the compared OMol25 structures with the same formula, charge and spin	20.6	kcal/mol
frontier orbital gap (alpha / beta)	0.1596 / 0.2296	hartree
net charge	0
multiplicity	2
LUMO energy (alpha / beta)	-0.68 / -0.68	eV

Element x y z (Å)
1 N 3.60 0.08 -0.64
2 C 3.70 2.33 -1.27
3 N -2.58 -1.82 1.55
4 H -5.06 0.62 -3.35
5 C -2.98 0.92 -0.69
6 C -4.67 -0.91 -1.89
7 C -3.08 -0.37 -0.14
8 C -1.28 -3.82 4.31
9 H 5.02 0.75 -2.04
10 C -1.72 -2.20 2.56
11 N 3.59 2.11 0.17
12 C -0.07 -3.19 4.63
13 C -0.50 -1.58 2.90
14 H 0.03 4.31 -1.49
15 H 3.36 0.65 -2.65
16 H 4.51 3.02 -1.51
17 H 3.03 -1.78 0.10
18 Hg -0.08 0.09 1.72
19 C 0.10 3.23 -1.46
20 H 2.77 2.72 -1.68
21 C 0.31 -2.06 3.92
22 H 0.56 -3.57 5.42
23 H 1.25 -1.57 4.15
24 H -5.34 -1.63 -2.35
25 I 0.11 3.54 1.59
26 H 0.23 -0.56 -1.13
27 H 0.02 2.95 -3.59
28 H -3.57 2.27 -2.24
29 N 0.22 1.24 -0.15
30 C 0.21 0.51 -1.27
31 H 3.30 2.83 0.81
32 N -2.30 -0.69 0.96
33 H -3.02 -3.82 3.05
34 C -3.98 -1.28 -0.74
35 C 0.15 1.09 -2.52
36 C -3.67 1.27 -1.83
37 H 3.31 -1.71 -1.65
38 H -4.09 -2.25 -0.30
39 C -2.08 -3.34 3.30
40 H 0.13 0.47 -3.41
41 C 0.16 2.55 -0.26
42 H -1.58 -4.70 4.87
43 H 4.69 -1.73 -0.53
44 C 3.41 0.80 0.48
45 C -4.52 0.35 -2.45
46 C 3.67 -1.37 -0.68
47 C 3.97 0.90 -1.78
48 S 3.02 0.22 2.00
49 C 0.09 2.47 -2.62
50 H -2.35 1.64 -0.18


Entry from the OMol25 dataset: a molecular structure, C21H21IrN7O6S2 (wB97M-V/def2-TZVPD).

Summary:
energy above the lowest of the compared OMol25 structures with the same formula, charge and spin	6.0	kcal/mol
frontier orbital gap (alpha / beta)	0.3219 / 0.2435	hartree
net charge	+2
multiplicity	2
LUMO energy (alpha / beta)	-5.51 / -7.65	eV

Element x y z (Å)
1 H 1.14 -4.37 -0.59
2 H -5.04 2.15 -2.85
3 H 7.41 3.09 1.70
4 H 1.06 -4.14 1.93
5 C 4.64 1.09 0.07
6 C -0.50 1.92 2.02
7 O 0.97 1.06 0.27
8 C -5.87 -1.67 -2.53
9 Ir -0.79 0.19 -0.49
10 H -0.70 3.96 1.30
11 C -6.46 0.57 -3.27
12 C -3.09 0.47 -1.53
13 H -7.17 1.23 -3.76
14 O -2.31 1.47 -1.54
15 O -3.80 -2.64 -0.03
16 C 0.05 -1.55 -4.20
17 H 3.34 2.06 1.38
18 C 0.28 -2.11 1.45
19 H -1.75 3.54 2.67
20 H -7.68 -1.16 -3.55
21 H -1.90 2.15 0.61
22 C -6.75 -0.78 -3.15
23 N 5.88 0.91 -0.36
24 C -0.77 3.39 2.24
25 H 0.18 1.36 3.97
26 C -0.64 1.13 3.30
27 H -0.66 0.51 -3.86
28 C 0.40 -2.41 -0.70
29 C 5.31 2.68 1.65
30 C -4.39 0.22 -2.15
31 H -0.02 3.79 2.92
32 S -3.38 -2.01 -1.23
33 C 6.61 2.53 1.24
34 C 0.88 1.72 1.37
35 N 0.42 -2.50 -3.28
36 N 4.34 1.95 1.06
37 N -2.59 -0.57 -0.88
38 O 1.86 2.19 1.95
39 H -1.58 1.39 3.79
40 O -1.52 1.40 1.09
41 C -0.32 -0.44 -3.50
42 S 3.41 0.16 -0.71
43 N 0.84 -3.53 -0.12
44 C 6.85 1.61 0.22
45 H -6.10 -2.72 -2.44
46 H 0.69 -3.44 -3.49
47 N -0.17 -0.72 -2.17
48 C 0.27 -1.96 -2.06
49 O -2.56 -2.74 -2.16
50 H 0.10 -1.62 2.38
51 N 0.05 -1.52 0.23
52 C 0.77 -3.37 1.24
53 C -4.70 -1.14 -2.05
54 H 5.00 3.35 2.43
55 H 0.10 -1.74 -5.26
56 H 7.85 1.43 -0.16
57 C -5.27 1.09 -2.77
58 H -0.67 0.06 3.11


Entry from the OMol25 dataset: a molecular structure, C21H21N10O2RhS (wB97M-V/def2-TZVPD).

Summary:
energy above the lowest of the compared OMol25 structures with the same formula, charge and spin	15.6	kcal/mol
frontier orbital gap (alpha / beta)	0.2702 / 0.2444	hartree
net charge	0
multiplicity	5
LUMO energy (alpha / beta)	0.08 / -1.40	eV

Element x y z (Å)
1 C 6.27 1.82 -2.04
2 N 5.79 -0.33 0.69
3 H -2.73 3.59 -2.38
4 C 5.37 2.76 -2.49
5 C -1.33 -3.60 1.05
6 N 2.44 -0.41 1.00
7 H 4.04 -0.68 2.35
8 S -1.41 1.40 -1.07
9 H -2.31 -3.12 -0.83
10 C -6.50 -0.94 2.08
11 N 4.65 0.38 0.73
12 H -4.97 3.71 -3.46
13 H -0.41 0.91 2.22
14 C -2.30 -2.81 0.21
15 H 0.30 -4.43 2.84
16 H 0.98 1.96 1.89
17 H 3.36 0.97 2.26
18 N 6.53 0.06 -0.25
19 C -4.62 2.79 -3.02
20 H 3.47 3.71 -2.26
21 O -3.34 -0.68 -1.34
22 C -4.30 -0.14 2.03
23 H 0.39 -3.04 3.87
24 N -3.74 0.44 -1.87
25 H 7.22 1.65 -2.52
26 C 3.62 0.08 1.68
27 O -1.19 -1.68 2.53
28 C 2.46 -1.33 -0.02
29 C 1.15 -0.04 1.20
30 C 3.74 2.23 -0.76
31 H 1.08 0.75 3.18
32 N 0.03 -3.49 3.04
33 H -3.30 -2.81 0.63
34 C -3.38 2.73 -2.42
35 H -5.53 -0.41 -2.38
36 C -5.43 1.65 -3.02
37 H -1.79 -4.52 1.41
38 N -7.54 -1.29 1.74
39 N -3.29 0.37 1.69
40 H 2.78 2.37 -0.30
41 N -5.35 -0.58 2.53
42 C -2.93 1.54 -1.84
43 C -4.96 0.50 -2.43
44 C 4.13 2.96 -1.86
45 H -6.40 1.65 -3.47
46 Rh -1.95 -0.54 0.40
47 H 5.61 3.35 -3.36
48 C 5.90 1.07 -0.92
49 H 3.37 -1.77 -0.36
50 C 4.65 1.29 -0.29
51 N 0.37 -0.69 0.36
52 C 0.68 0.96 2.18
53 H -0.44 -3.87 0.47
54 C 1.16 -1.49 -0.40
55 C -0.85 -2.82 2.26
56 H 0.75 -2.11 -1.17


Entry from the OMol25 dataset: a molecular structure, C21H21N2Y (wB97M-V/def2-TZVPD).

Summary:
frontier orbital gap	0.2542	hartree
net charge	+2
multiplicity	1
LUMO energy	-7.83	eV

Element x y z (Å)
1 H 1.02 4.54 -0.06
2 H 1.23 -0.35 3.17
3 C 0.35 2.46 1.49
4 C -2.73 2.05 -0.61
5 H -1.66 0.80 3.14
6 H -3.11 4.10 -1.13
7 H -1.72 -5.74 0.72
8 C 0.28 1.44 2.45
9 C -3.30 0.80 -0.36
10 C -0.39 -2.06 0.41
11 C -5.47 1.70 -0.71
12 Y -0.03 0.13 -0.02
13 H -5.56 3.78 -1.21
14 C 2.34 1.49 0.55
15 C -4.67 0.61 -0.40
16 C 1.26 0.44 2.43
17 C -4.91 2.95 -0.97
18 H -6.54 1.57 -0.75
19 C 3.40 -0.58 1.53
20 C -1.36 -4.72 0.63
21 H 4.32 -0.20 1.10
22 C 1.38 2.51 0.54
23 C -2.25 -3.68 0.40
24 H -1.20 2.41 3.68
25 H -3.31 -3.86 0.30
26 H 1.53 -2.98 0.76
27 H -1.65 2.20 -0.57
28 H 3.15 1.52 -0.17
29 C 0.46 -3.14 0.65
30 H 3.10 -1.47 0.97
31 N -2.35 -0.24 -0.08
32 C -0.01 -4.45 0.75
33 H -0.46 0.98 4.41
34 H 0.86 3.39 -1.38
35 H 3.60 -0.90 2.56
36 C -3.54 3.13 -0.92
37 H 2.46 3.81 -0.78
38 C 1.43 3.62 -0.47
39 N -2.78 -1.41 0.05
40 C -1.76 -2.39 0.29
41 C -0.82 1.41 3.48
42 H -0.40 3.24 1.51
43 C 2.32 0.47 1.51
44 H 0.69 -5.26 0.93
45 H -5.10 -0.36 -0.21